A structure of composition C34H48GeN6O7SScSe4Si3, computed with the ωB97M-V functional and the def2-TZVPD basis.

Computed properties:
Charge: -2
Energy relative to the best compared isomer or geometry (same formula, charge and spin) (kcal per mole): 4.0
Molar mass (g mol⁻¹): 1202.524
F_max (hartree/bohr): 0.0116
2S+1: 2
Expectation value of S²: 0.757

```
105
Properties=species:S:1:pos:R:3:forces:R:3:mulliken_charge:R:1
Sc -0.147 -0.613 1.403 0.36 0.23 -0.41 -0.553
O 3.551 3.522 0.832 -0.16 -0.20 0.23 -0.722
C 3.512 2.938 -0.375 -0.03 -0.08 -0.05 0.345
C 4.097 3.630 -1.439 -0.03 -0.05 0.00 -0.724
C 4.101 3.086 -2.709 0.00 0.01 0.03 -0.368
C 3.526 1.840 -2.948 0.00 -0.01 -0.06 -1.026
C 2.931 1.160 -1.904 -0.02 -0.01 0.02 -0.126
C 2.902 1.690 -0.615 0.11 0.15 0.08 0.134
C 2.164 0.968 0.443 0.03 0.01 0.42 0.470
O 1.379 -0.002 0.118 -0.23 -0.10 -0.36 0.839
N 2.330 1.346 1.688 0.04 0.08 -0.22 -1.115
N 1.545 0.550 2.507 -0.13 0.00 0.02 0.806
C 1.882 0.528 3.741 0.12 0.09 -0.02 -1.202
C 1.322 -0.371 4.720 -0.09 -0.15 0.06 0.631
C 1.649 -0.201 6.071 -0.02 -0.01 -0.04 -0.670
C 1.204 -1.083 7.031 0.03 0.04 0.04 -0.828
C 0.437 -2.182 6.636 -0.02 -0.04 0.02 -0.539
C 0.118 -2.388 5.313 -0.01 0.01 -0.05 -0.334
C 0.536 -1.481 4.322 0.11 0.08 0.08 0.089
O 0.217 -1.680 3.069 -0.43 0.02 -0.07 1.414
H 3.110 2.907 1.480 0.11 0.08 -0.23 0.469
H 4.535 4.599 -1.235 0.00 -0.01 0.00 0.447
H 4.557 3.638 -3.522 0.00 0.00 0.00 0.403
H 3.535 1.412 -3.942 0.00 0.00 0.01 0.416
H 2.458 0.199 -2.063 -0.03 0.01 -0.01 0.276
H 2.692 1.185 4.060 0.02 0.01 0.01 0.297
H 2.257 0.651 6.353 0.00 0.00 -0.01 0.398
H 1.449 -0.930 8.074 -0.01 0.00 -0.01 0.372
H 0.088 -2.886 7.383 0.00 0.00 -0.02 0.429
H -0.473 -3.239 4.997 0.01 0.01 0.01 0.168
Se -1.774 0.791 3.446 0.01 -0.27 0.20 -0.286
Se -3.466 2.283 3.412 0.02 -0.10 -0.16 -0.534
Se -5.018 -0.930 3.138 -0.12 0.09 -0.07 -0.320
Se -2.883 -1.422 3.170 0.16 0.10 0.19 -0.030
C -1.790 -6.367 -0.227 -0.03 0.01 0.05 -1.098
Si -1.843 -4.776 0.815 -0.03 -0.10 -0.07 0.408
C -3.662 -4.260 0.735 0.04 -0.04 0.01 -0.689
C -1.451 -5.255 2.602 0.00 0.00 -0.04 -0.683
Ge -0.351 -3.096 0.056 0.09 0.22 0.04 0.632
Si -0.775 -2.904 -2.282 -0.03 -0.16 0.10 0.286
C -2.644 -2.856 -2.620 0.08 0.06 -0.03 -1.242
C -0.001 -1.328 -2.994 0.05 -0.05 0.00 0.146
C -0.102 -4.338 -3.327 -0.03 0.06 -0.06 -1.137
Si 1.835 -4.034 0.137 0.01 -0.05 0.02 0.455
C 2.565 -3.947 1.882 -0.01 -0.04 -0.07 -0.913
C 2.986 -3.040 -0.990 -0.01 -0.05 0.04 -0.693
C 2.026 -5.848 -0.391 0.08 0.01 0.02 -1.144
H -2.359 -7.163 0.267 0.01 0.02 -0.02 0.376
H -0.778 -6.734 -0.412 -0.03 0.05 0.03 0.215
H -2.260 -6.184 -1.198 0.04 0.01 0.00 0.229
H -4.289 -5.056 1.152 0.01 0.02 0.00 0.340
H -3.962 -4.114 -0.305 0.00 0.01 0.01 0.205
H -3.887 -3.339 1.279 0.05 -0.07 -0.04 -0.060
H -2.051 -6.117 2.912 0.00 0.02 0.01 0.487
H -1.670 -4.424 3.278 0.01 0.01 -0.04 -0.123
H -0.395 -5.509 2.725 -0.02 0.00 -0.02 0.212
H -3.178 -2.263 -1.874 0.01 0.02 0.00 0.205
H -3.061 -3.867 -2.596 0.01 0.00 0.03 0.360
H -2.854 -2.434 -3.609 0.00 -0.02 0.01 0.453
H 0.003 -0.531 -2.246 0.10 -0.05 -0.06 -1.070
H -0.531 -0.981 -3.888 0.01 -0.01 0.01 0.588
H 1.034 -1.523 -3.288 0.02 0.01 0.07 0.505
H -0.420 -5.304 -2.925 -0.01 0.02 0.01 0.243
H 0.991 -4.325 -3.343 -0.03 -0.02 0.03 0.253
H -0.452 -4.267 -4.363 0.01 0.00 0.02 0.387
H 2.448 -2.953 2.317 0.01 0.02 -0.01 -0.085
H 3.631 -4.197 1.855 -0.01 0.01 0.01 0.452
H 2.071 -4.656 2.553 -0.02 0.04 -0.02 0.228
H 2.978 -1.982 -0.716 -0.01 -0.01 0.01 -0.154
H 2.682 -3.115 -2.038 -0.01 0.00 0.02 0.172
H 4.012 -3.415 -0.912 -0.01 0.03 0.00 0.483
H 1.407 -6.519 0.209 0.00 0.05 0.00 0.240
H 3.071 -6.151 -0.251 -0.02 -0.01 -0.03 0.350
H 1.770 -5.999 -1.443 -0.04 0.02 0.03 0.295
C -2.558 0.895 -2.059 -0.04 -0.11 -0.02 -0.928
C -2.525 0.684 -0.570 0.02 0.00 -0.13 0.280
N -3.518 1.206 0.131 0.01 0.13 0.05 -0.115
O -1.595 0.047 -0.051 0.10 -0.14 0.20 0.572
H -3.572 0.797 -2.447 -0.02 0.02 0.01 0.490
H -1.905 0.175 -2.545 -0.13 0.09 0.04 -0.305
H -2.196 1.902 -2.273 -0.02 0.00 0.00 0.355
H -4.181 1.803 -0.335 -0.01 -0.02 0.01 0.208
H -3.460 1.310 1.145 -0.03 -0.03 0.10 -0.284
O -2.726 10.213 -3.816 -0.01 -0.02 0.07 -0.691
S -2.581 9.600 -2.508 -0.02 -0.05 -0.08 1.187
O -3.734 8.840 -2.062 0.05 0.06 -0.01 -0.675
O -1.979 10.456 -1.496 0.00 -0.06 -0.02 -0.694
C -1.283 8.332 -2.757 -0.01 0.08 0.12 0.086
N -0.329 8.604 -3.645 0.02 0.05 -0.10 -0.495
C 0.615 7.687 -3.798 -0.01 -0.06 0.04 -0.330
C 0.631 6.498 -3.092 -0.02 0.03 0.02 -0.724
C -0.396 6.320 -2.169 0.04 0.07 -0.14 0.147
N -1.339 7.241 -1.998 -0.05 -0.08 0.05 -0.407
C -0.470 5.099 -1.328 0.00 -0.05 0.06 1.072
C 0.030 3.881 -1.776 0.00 0.02 0.04 -0.725
C -0.044 2.781 -0.937 0.04 -0.04 -0.03 -1.017
N -0.535 2.827 0.299 -0.09 -0.09 0.07 0.408
C -1.032 3.993 0.718 0.07 0.04 -0.05 -0.825
C -1.037 5.142 -0.059 -0.01 -0.01 0.00 -0.711
H 1.397 7.915 -4.517 0.01 0.00 -0.01 0.412
H 1.415 5.767 -3.226 0.01 0.01 0.01 0.451
H 0.458 3.774 -2.764 0.00 -0.01 0.00 0.529
H 0.303 1.807 -1.273 -0.02 0.09 0.00 0.730
H -1.454 3.995 1.717 0.00 0.00 0.00 0.277
H -1.472 6.064 0.303 0.01 -0.01 0.00 0.581
```
Positions in Å, forces in eV/Å.

=====

A structure of composition C34H49N4O3STl, computed with the ωB97M-V functional and the def2-TZVPD basis.

Computed properties:
Charge: +1
Energy relative to the best compared isomer or geometry (same formula, charge and spin) (kcal per mole): 43.0
Molar mass (g mol⁻¹): 798.241
F_max (hartree/bohr): 0.0065
2S+1: 2
Expectation value of S²: 0.780

```
92
Properties=species:S:1:pos:R:3:forces:R:3:mulliken_charge:R:1
Tl -0.478 -0.157 0.949 0.16 -0.11 -0.28 2.179
N 0.474 3.898 2.421 -0.04 0.03 0.02 -0.392
C 0.343 2.584 2.177 0.03 -0.13 -0.05 0.567
O 0.660 2.105 1.089 0.06 -0.05 0.13 -0.586
C -0.152 1.724 3.328 0.04 0.05 0.01 -0.439
C -0.963 0.501 2.926 -0.16 -0.02 -0.02 -1.592
H 0.890 4.485 1.717 0.00 -0.01 0.01 0.281
H 0.219 4.296 3.307 0.04 -0.01 0.00 0.200
H -0.709 2.341 4.037 0.01 0.00 -0.01 0.619
H 0.760 1.398 3.840 0.01 0.03 0.00 0.051
H -2.033 0.689 2.911 0.00 0.06 0.09 0.604
H -0.741 -0.341 3.573 -0.10 0.04 0.10 0.263
C -2.736 -1.197 -1.638 -0.03 0.04 -0.01 -1.691
C -1.544 -1.330 -2.583 -0.05 0.01 0.04 2.686
C -1.934 -1.021 -3.988 0.05 0.01 -0.03 -1.294
C -1.027 -0.606 -4.871 0.03 0.03 0.06 -0.845
C 0.349 -0.338 -4.464 -0.05 -0.01 -0.02 -0.815
C 0.762 -0.347 -3.193 0.03 0.03 0.05 0.547
C 2.151 0.100 -2.815 0.00 0.00 -0.01 -2.064
C -0.220 -0.626 -2.069 0.13 -0.15 -0.15 0.648
N -0.185 -2.172 -0.001 0.18 -0.15 -0.09 -1.219
C 1.045 -2.967 0.240 -0.09 -0.10 0.14 2.356
C 0.722 -4.438 0.480 -0.01 0.01 -0.04 -1.979
C 1.969 -2.457 1.324 -0.12 0.17 0.01 -0.139
C 3.242 -3.208 1.578 -0.03 0.01 0.01 -1.686
N 1.594 -1.427 1.961 0.12 -0.04 -0.02 0.584
C 2.336 -0.890 3.048 0.06 0.01 -0.16 -1.342
C 3.284 0.105 2.792 0.03 0.02 -0.02 1.709
C 3.625 0.494 1.380 -0.02 0.00 -0.04 -0.854
C 3.922 0.695 3.876 -0.04 0.01 0.01 -1.316
C 3.623 0.311 5.174 -0.01 -0.01 -0.02 -0.959
C 2.684 -0.682 5.401 0.00 0.01 0.01 -1.059
C 2.027 -1.303 4.344 -0.04 0.04 0.06 1.347
C 1.021 -2.395 4.593 -0.01 0.00 0.00 -1.584
H -3.550 -1.821 -2.012 0.00 0.01 -0.01 0.554
H -3.089 -0.171 -1.572 -0.01 -0.01 0.03 0.147
H -2.506 -1.541 -0.631 0.02 -0.01 0.01 0.357
H -2.974 -1.140 -4.267 -0.01 -0.05 -0.02 0.496
H -1.305 -0.405 -5.897 -0.01 0.00 -0.02 0.483
H 1.051 -0.038 -5.234 0.01 0.01 -0.02 0.495
H 2.478 0.916 -3.457 0.01 0.00 -0.01 0.611
H 2.875 -0.711 -2.929 0.01 -0.01 0.00 0.346
H 2.176 0.457 -1.786 0.00 0.02 0.00 0.044
H 0.050 -4.799 -0.296 0.00 -0.01 -0.01 0.485
H 0.222 -4.551 1.443 -0.02 0.00 0.01 0.360
H 1.616 -5.062 0.472 0.03 -0.01 0.01 0.368
H 3.665 -3.575 0.642 0.01 -0.01 -0.01 0.368
H 3.049 -4.078 2.208 -0.02 -0.02 0.00 0.338
H 3.969 -2.578 2.086 0.01 -0.01 0.00 0.502
H 4.187 -0.298 0.877 0.01 -0.02 0.00 0.298
H 4.243 1.391 1.368 0.01 0.00 0.00 0.459
H 2.734 0.692 0.782 -0.02 0.02 0.04 -0.052
H 4.664 1.464 3.695 0.01 0.01 0.00 0.470
H 4.126 0.780 6.008 0.01 0.01 0.02 0.431
H 2.453 -0.987 6.414 0.00 0.00 0.02 0.466
H 0.650 -2.348 5.615 0.00 -0.01 0.01 0.494
H 1.462 -3.384 4.451 0.02 0.00 -0.02 0.302
H 0.171 -2.325 3.912 0.00 -0.01 0.01 0.283
O -0.209 0.330 -1.174 -0.19 0.08 -0.01 -0.696
N 0.132 -2.065 -1.404 -0.12 0.03 0.08 1.426
C -0.856 -2.707 -2.333 0.00 0.01 0.03 0.062
C -0.184 -3.450 -3.426 0.01 0.01 0.00 -1.652
C 1.100 -3.940 -3.278 -0.02 0.03 -0.02 -0.537
C 1.906 -3.627 -2.205 0.00 0.00 0.01 -1.903
C 1.493 -2.619 -1.206 0.08 0.05 0.00 -0.051
H -1.497 -3.382 -1.758 0.01 0.03 0.02 0.604
H -0.765 -3.675 -4.308 -0.02 -0.01 -0.02 0.469
H 1.498 -4.586 -4.050 0.01 -0.02 -0.02 0.497
H 2.899 -4.046 -2.117 0.03 0.00 0.00 0.545
H 2.190 -1.778 -1.175 0.01 -0.03 0.00 0.438
C -0.808 3.331 -3.615 0.00 0.00 -0.02 -0.858
C -2.266 3.523 -3.205 0.01 -0.01 0.01 -0.673
C -2.724 2.479 -2.191 -0.07 0.01 -0.09 0.406
S -1.953 2.724 -0.584 0.06 -0.18 0.15 0.933
O -2.359 1.530 0.263 -0.01 0.24 0.04 -0.809
C -2.962 4.128 0.018 -0.06 -0.01 0.01 -1.120
C -3.982 3.726 1.076 -0.03 0.00 -0.02 -0.155
C -5.198 3.009 0.502 0.01 0.00 -0.01 -1.226
H -0.470 4.150 -4.249 0.00 0.01 -0.03 0.485
H -0.688 2.401 -4.171 0.00 -0.03 0.00 0.068
H -0.148 3.278 -2.748 0.01 0.02 0.03 0.205
H -2.910 3.434 -4.081 -0.01 0.04 -0.01 0.451
H -2.423 4.534 -2.819 -0.01 0.00 0.02 0.253
H -2.380 1.493 -2.505 0.03 -0.01 0.02 -1.066
H -3.804 2.451 -2.042 0.00 0.02 -0.05 0.634
H -3.455 4.580 -0.844 0.04 0.02 -0.02 0.481
H -2.247 4.851 0.411 0.01 -0.01 0.03 0.424
H -4.294 4.639 1.589 0.00 0.00 -0.02 0.518
H -3.499 3.088 1.817 0.00 0.03 0.02 0.006
H -5.649 3.589 -0.306 -0.01 0.01 0.00 0.348
H -5.960 2.864 1.267 0.00 -0.02 0.02 0.418
H -4.921 2.029 0.114 0.00 -0.01 -0.01 0.182
```
Positions in Å, forces in eV/Å.

=====

no.,electronic energy (a.u.)
1,-15890.1213
2,-2340.0615